Density functional theory data (ωB97M-V/def2-TZVPD) for a molecular structure, C54H64Ge2MnN2O7P2S4.

## Properties
multiplicity: 5
calculated total energy: -10313.347134 hartree
max |F|: 0.94 eV Å⁻¹
gap between HOMO and LUMO (spin up / spin down): 0.2607 / 0.2964 Eh
charge: -1
HOMO (spin up / spin down): -5.7 / -5.9 eV

The geometry in XYZ format:
```
136
Properties=species:S:1:pos:R:3:forces:R:3:lowdin_charge:R:1
Mn -0.2961 -0.3405 0.0127 -0.146 0.381 0.206 0.411
C -9.2287 -4.6598 -1.4251 0.090 0.048 -0.032 -0.053
C -8.2075 -3.8300 -2.1625 -0.021 -0.040 0.078 -0.274
C -7.1332 -4.4170 -2.8199 0.014 -0.013 0.034 -0.022
C -6.1835 -3.6548 -3.4873 0.058 0.016 0.021 -0.238
C -5.0223 -4.3247 -4.1770 -0.049 0.057 0.074 -0.033
C -6.3128 -2.2610 -3.4975 0.021 0.015 -0.023 -0.158
C -7.4001 -1.6500 -2.8645 0.016 0.041 0.010 -0.198
C -7.6101 -0.1558 -2.8962 0.067 -0.050 0.075 -0.031
C -8.3228 -2.4484 -2.1957 -0.040 0.018 0.014 -0.016
C -5.4050 -1.4370 -4.3576 0.059 -0.042 -0.151 -0.211
C -5.7954 -1.3628 -5.6960 0.038 0.010 0.022 -0.039
C -5.1006 -0.5864 -6.6075 -0.017 -0.018 0.058 -0.059
C -4.0190 0.1561 -6.1709 0.028 0.013 -0.017 -0.032
C -3.5991 0.1001 -4.8430 -0.020 0.098 0.050 -0.214
C -4.2676 -0.7307 -3.9305 0.069 0.006 0.162 -0.191
Ge -3.5460 -0.8643 -2.0973 -0.147 -0.221 0.571 0.108
S -1.3992 -0.4526 -1.9627 -0.237 -0.204 -0.549 0.400
S -3.9100 -2.8306 -1.0308 0.040 0.174 -0.105 0.332
Ge -3.9273 -1.4140 0.7150 0.017 0.043 -0.252 0.092
S -1.9145 -0.9812 1.4460 -0.486 -0.407 0.690 0.334
S -4.6743 0.3285 -0.5412 0.013 -0.133 -0.033 0.317
C -5.1090 -1.9940 2.1937 0.127 0.093 0.027 -0.189
C -5.0492 -3.3271 2.6426 0.036 0.112 0.022 -0.213
C -5.9174 -3.7519 3.6449 0.046 -0.012 0.002 -0.035
C -6.8244 -2.8780 4.2176 -0.031 -0.004 0.037 -0.064
C -6.8527 -1.5555 3.8101 0.010 0.032 0.016 -0.036
C -5.9928 -1.0945 2.8159 0.044 -0.136 -0.040 -0.211
C -6.0403 0.3647 2.4912 0.005 -0.025 -0.032 -0.175
C -5.1642 1.2476 3.1308 -0.003 -0.026 -0.014 -0.202
C -4.1584 0.7565 4.1421 -0.030 -0.007 -0.090 -0.027
C -5.2419 2.6049 2.8275 0.021 0.013 -0.003 -0.015
C -6.1675 3.0998 1.9210 0.011 0.057 -0.006 -0.268
C -6.2298 4.5705 1.5942 -0.006 -0.090 -0.013 -0.054
C -7.0449 2.2061 1.3171 -0.013 -0.002 -0.020 -0.028
C -6.9973 0.8468 1.5888 -0.010 -0.070 -0.027 -0.264
C -7.9299 -0.1065 0.8866 0.044 0.039 0.045 -0.044
C -4.0567 -4.3151 2.1090 0.060 0.046 0.031 -0.161
C -2.7590 -4.3827 2.6282 -0.098 0.018 -0.025 -0.209
C -2.2968 -3.5581 3.8048 -0.099 -0.032 -0.054 -0.050
C -1.8596 -5.2918 2.0695 -0.004 0.030 0.022 -0.002
C -2.2223 -6.1423 1.0419 0.027 -0.056 -0.029 -0.263
C -1.2309 -7.0992 0.4317 -0.057 0.050 0.011 -0.051
C -3.5376 -6.1042 0.5853 -0.011 -0.042 0.010 -0.025
C -4.4601 -5.2147 1.1079 -0.007 0.024 -0.014 -0.259
C -5.8705 -5.1883 0.5844 0.005 0.046 -0.054 -0.050
C -2.5160 1.0644 -4.4670 0.015 0.108 -0.265 -0.202
C -2.8776 2.3119 -3.9492 -0.088 -0.076 -0.059 -0.211
C -4.3055 2.6140 -3.5618 0.068 -0.035 -0.023 -0.024
C -1.8993 3.2903 -3.8027 0.009 0.090 -0.109 -0.037
C -0.5738 3.0548 -4.1371 -0.051 0.028 -0.047 -0.266
C 0.4725 4.1255 -3.9709 -0.026 -0.093 0.034 -0.046
C -0.2309 1.7936 -4.6143 0.047 0.000 -0.022 -0.001
C -1.1806 0.7994 -4.7961 -0.023 0.029 -0.147 -0.269
C -0.7746 -0.5524 -5.3234 -0.063 0.064 -0.047 -0.045
H -9.0327 -5.7254 -1.5443 -0.004 0.007 0.000 0.071
H -10.2372 -4.4533 -1.7902 0.011 -0.017 0.014 0.075
H -9.2118 -4.4306 -0.3571 0.001 -0.018 -0.007 0.078
H -7.0281 -5.4980 -2.8095 0.001 0.028 0.005 0.112
H -5.1046 -5.4095 -4.1062 -0.003 0.019 -0.003 0.076
H -4.0791 -4.0269 -3.7118 0.004 -0.002 -0.016 0.063
H -4.9660 -4.0453 -5.2307 0.004 -0.012 0.010 0.079
H -7.1348 0.3054 -3.7615 -0.019 -0.004 0.006 0.074
H -7.1773 0.3009 -2.0011 0.015 0.008 -0.053 0.039
H -8.6758 0.0798 -2.9177 0.015 -0.009 0.009 0.081
H -9.1713 -1.9758 -1.7067 0.047 0.003 -0.007 0.119
H -6.6713 -1.9223 -6.0052 0.013 0.018 -0.006 0.125
H -5.4198 -0.5373 -7.6419 0.012 -0.007 0.019 0.102
H -3.4916 0.8147 -6.8521 0.001 -0.025 0.013 0.125
H -5.8588 -4.7815 3.9808 -0.007 0.019 -0.009 0.123
H -7.4926 -3.2215 4.9987 0.003 0.007 -0.021 0.101
H -7.5383 -0.8533 4.2723 0.020 -0.010 -0.002 0.122
H -4.6395 0.1476 4.9108 0.018 0.009 -0.009 0.083
H -3.6588 1.5965 4.6261 -0.019 -0.008 -0.011 0.078
H -3.3922 0.1387 3.6675 0.013 -0.019 -0.006 0.042
H -4.5582 3.2921 3.3168 0.002 -0.010 -0.009 0.111
H -5.4194 5.1162 2.0772 -0.002 0.001 -0.008 0.069
H -7.1765 5.0034 1.9250 0.011 0.011 -0.005 0.077
H -6.1544 4.7302 0.5162 0.009 0.011 0.025 0.079
H -7.7672 2.5755 0.5939 0.016 -0.024 0.027 0.119
H -8.5011 0.4133 0.1162 -0.002 -0.017 0.031 0.072
H -8.6298 -0.5677 1.5885 0.012 -0.002 -0.017 0.084
H -7.3669 -0.9126 0.4084 -0.030 0.015 -0.016 0.068
H -3.0297 -2.8106 4.1026 -0.013 0.012 -0.011 0.067
H -1.3713 -3.0398 3.5669 0.078 0.044 -0.038 0.060
H -2.1085 -4.2116 4.6622 -0.034 0.022 -0.025 0.085
H -0.8444 -5.3215 2.4539 -0.023 0.015 -0.018 0.123
H -0.2414 -6.9718 0.8697 -0.008 -0.002 -0.011 0.073
H -1.1494 -6.9344 -0.6446 0.012 -0.001 0.020 0.080
H -1.5432 -8.1350 0.5844 0.011 0.006 -0.008 0.076
H -3.8433 -6.7730 -0.2150 -0.005 0.020 0.036 0.118
H -6.0306 -6.0012 -0.1248 -0.004 0.026 -0.012 0.076
H -6.0658 -4.2441 0.0679 -0.065 -0.052 0.006 0.048
H -6.5992 -5.2814 1.3913 -0.013 -0.017 0.005 0.078
H -5.0048 2.3224 -4.3482 -0.005 0.015 0.006 0.082
H -4.4315 3.6788 -3.3620 0.006 -0.009 0.003 0.078
H -4.5922 2.0682 -2.6576 -0.007 0.056 -0.035 0.028
H -2.1854 4.2686 -3.4246 0.005 -0.070 -0.046 0.109
H 0.0127 5.1008 -3.8055 0.007 -0.006 -0.013 0.073
H 1.1113 4.1884 -4.8537 -0.003 -0.002 0.034 0.079
H 1.1157 3.8985 -3.1171 0.069 -0.024 -0.015 0.073
H 0.8078 1.5833 -4.8513 -0.032 -0.012 0.029 0.126
H 0.3073 -0.6110 -5.4372 -0.016 -0.004 0.013 0.081
H -1.2392 -0.7587 -6.2910 0.016 0.011 -0.007 0.078
H -1.0868 -1.3404 -4.6352 0.031 0.020 -0.025 0.056
O 3.0601 -0.5024 2.8249 -0.050 0.078 -0.025 -0.104
P 2.4035 -0.7654 1.3895 0.153 -0.038 0.103 0.220
O 2.9135 -2.0171 0.8021 -0.004 0.025 0.007 -0.269
O 0.8911 -0.5627 1.5487 0.223 0.084 0.086 -0.433
O 2.9487 0.5218 0.5563 -0.170 -0.191 -0.150 -0.267
P 2.6103 0.4933 -1.0508 -0.033 0.084 0.168 0.218
O 3.6662 -0.5478 -1.6186 -0.065 -0.130 0.069 -0.111
O 2.7578 1.8373 -1.6174 -0.021 0.000 -0.075 -0.267
O 1.2404 -0.2014 -1.1107 0.234 0.313 -0.268 -0.451
H 2.7663 0.3406 3.1901 -0.030 -0.068 0.026 0.074
H 3.5750 -1.3730 -1.0974 0.062 0.087 -0.028 0.061
C 0.4578 2.6498 1.0754 -0.007 0.106 -0.010 -0.140
C 0.2678 4.1831 1.2283 -0.070 -0.076 -0.042 -0.146
N -1.0138 4.6023 0.6583 0.020 -0.004 0.008 -0.157
C -1.0434 4.2197 -0.7579 0.005 -0.069 0.141 -0.147
C -0.8856 2.6855 -0.9159 -0.002 0.047 0.159 -0.168
N -0.7229 2.0551 0.4148 0.316 -0.103 -0.142 -0.181
C -1.9147 2.3548 1.2266 -0.027 0.052 0.003 -0.182
C -2.0843 3.8912 1.3599 0.051 -0.044 -0.033 -0.154
H 0.5809 2.1559 2.0408 0.004 -0.020 0.000 0.114
H 1.3351 2.4409 0.4682 0.013 -0.054 -0.018 0.088
H 1.0642 4.7202 0.7099 0.007 0.004 0.005 0.116
H 0.2893 4.4858 2.2782 -0.005 -0.007 0.002 0.111
H -0.2382 4.7499 -1.2715 -0.037 0.019 0.031 0.107
H -1.9933 4.5595 -1.1784 0.030 -0.001 0.030 0.107
H -0.0144 2.4282 -1.5207 -0.014 -0.038 0.029 0.100
H -1.7599 2.2410 -1.3871 0.039 -0.007 0.061 0.075
H -1.7946 1.8693 2.1952 0.007 0.002 0.021 0.094
H -2.7760 1.9003 0.7410 -0.045 -0.033 -0.010 0.053
H -2.0601 4.2007 2.4085 -0.025 -0.003 -0.003 0.110
H -3.0399 4.2124 0.9396 -0.030 -0.003 -0.004 0.107
```
Forces are in eV/Å.